An isolated ion of composition C6H6ClN3O4S and charge -2, computed with the ωB97M-V functional and the def2-TZVPD basis.

Each line ends with the natural charge from an NBO analysis.
Atoms and positions in Å:
C -0.53043 2.60965 0.99121  -0.664
C 0.53437 1.63719 0.85133  0.100
C 1.82738 1.63526 1.57768  -0.479
C 2.17257 0.40861 1.07697  0.019
Cl 3.71063 -0.31931 1.33922  -0.082
N 1.35487 -0.19093 0.16465  -0.219
C 1.43375 -1.45613 -0.43290  -0.439
N 0.25147 0.59462 0.02588  -0.362
S -1.26701 -0.13385 -1.35871  2.313
O -1.81314 1.20962 -1.55962  -0.989
O -0.45951 -0.55923 -2.46915  -0.926
N -2.36072 -0.91058 -0.58037  -0.885
C -2.27355 -2.34722 -0.38267  0.850
O -1.15369 -2.82295 -0.23945  -0.799
O -3.37789 -2.85982 -0.26162  -0.766
H -1.27317 2.39298 0.18289  0.261
H -1.22617 2.45013 1.85023  0.198
H -0.24785 3.71109 1.16665  0.196
H 0.56589 -1.99024 -0.38353  0.277
H 1.72833 -1.06460 -1.38993  0.201
H 2.40388 -1.99429 -0.16877  0.198

Output
- SMILES = CC1=C=C(Cl)N(C)N1[S@@](=O)([O-])=NC(=O)[O-]
- HOMO-LUMO gap (eV) = 6.745
- net charge = -2
- energy above the lowest of the compared OMol25 structures with the same formula, charge and spin (kcal per mole) = 35.2

A 2-piece molecular cluster, C6H6ClN3S overall, computed with the ωB97M-V functional and the def2-TZVPD basis.

Each line ends with the natural charge from an NBO analysis.
Atoms and positions in Å:
N 1.00207 3.23462 0.06474  -0.243
C 1.52622 2.22115 0.02673  0.237
C 2.04395 0.88405 0.16139  0.293
N 3.13436 0.78214 0.89118  -0.390
C 3.47549 -0.52544 1.14607  0.091
C 2.99485 -1.62691 0.50298  -0.321
C 1.79607 -1.33607 -0.16131  0.246
Cl 0.96521 -2.55351 -1.09610  0.049
N 1.25491 -0.10452 -0.31473  -0.433
H 4.28934 -0.60183 1.85630  0.214
H 3.14835 -2.67423 0.72997  0.259
C -1.48042 0.63460 1.71844  -0.690
S -1.76222 -1.04309 2.52149  -0.136
H -0.49784 0.60525 1.20111  0.232
H -1.59154 1.40793 2.42983  0.218
H -2.40954 0.67522 0.97856  0.226
H -2.90004 -1.06312 3.33470  0.147

Output
- SMILES = N#Cc1nccc(Cl)n1.CS
- HOMO-LUMO gap (eV) = 8.287
- net charge = 0
- energy above the lowest of the compared OMol25 structures with the same formula, charge and spin (kcal per mole) = 8.1

C6H6ClNO2S as an isolated structure, computed with the ωB97M-V functional and the def2-TZVPD basis.

Each line ends with the natural charge from an NBO analysis.
Atoms and positions in Å:
C -0.64402 1.45519 -0.90610  0.705
C -0.98335 -1.81596 0.66079  0.424
C 0.07392 2.24769 0.11530  -0.520
C -0.33985 -1.08591 -0.42518  -0.169
C 0.16799 0.84826 0.87682  -0.147
C 1.31629 -1.27058 -0.37129  -0.399
N -0.63530 0.27309 -0.13434  -0.461
O -1.13614 1.55860 -1.98274  -0.529
O -0.94300 -2.99623 0.90610  -0.483
S 1.79146 -0.03318 0.83161  0.202
Cl 2.07284 -1.23543 -1.90177  0.028
H -1.78521 -1.19172 1.07346  0.118
H 0.98299 2.73008 -0.19223  0.255
H -0.54552 3.03057 0.60432  0.243
H -0.91173 -1.26141 -1.28666  0.271
H -0.01724 0.90288 1.98622  0.224
H 1.53588 -2.15595 0.14569  0.237

Output
- HOMO-LUMO gap (eV) = 9.923
- net charge = 0
- energy above the lowest of the compared OMol25 structures with the same formula, charge and spin (kcal per mole) = 0.0

C6H6CoLiO2 as an isolated structure, computed with the ωB97M-V functional and the def2-TZVPD basis.

Each line ends with the natural charge from an NBO analysis.
Atoms and positions in Å:
C -0.80291 2.11293 -0.11598  -0.445
C -1.09981 0.83203 -0.40475  -0.185
C -0.97976 -0.39035 0.46988  -0.519
H -1.04118 2.88700 -0.85099  0.297
H -0.45052 2.43404 0.86938  0.264
H -1.48735 0.57140 -1.39456  0.288
H -1.99659 -0.76920 0.68423  0.390
C -0.40197 -0.17424 1.77226  0.955
O -0.01235 -0.00563 2.80795  -0.156
O 1.76117 -0.26167 -0.68889  -0.962
C 1.05809 -1.37839 -0.71489  0.110
C -0.14379 -1.61740 -0.18393  -0.211
Co 1.15572 1.30825 -1.49787  1.600
Li 3.52248 -0.48637 0.09913  0.993
H 1.41674 -2.44795 -0.91384  0.278
H -0.49796 -2.61446 0.06285  0.304

Output
- <S²> = 3.76
- multiplicity = 4
- HOMO-LUMO gap (alpha / beta) (eV) = 8.393 / 7.167
- net charge = +3
- energy above the lowest of the compared OMol25 structures with the same formula, charge and spin (kcal per mole) = 0.0

C6H6CoO2 as an isolated structure, computed with the ωB97M-V functional and the def2-TZVPD basis.

Each line ends with the natural charge from an NBO analysis.
Atoms and positions in Å:
C -1.62596 0.82363 -0.72836  -0.354
C -0.43245 1.11282 -0.27296  0.816
O 0.55523 1.67468 0.08011  -0.504
H -1.87413 1.29748 -1.68336  0.350
Co 2.28966 1.28125 0.42571  1.090
O 2.16210 -0.27209 1.54112  -0.769
C 1.00567 -0.88305 1.76012  0.214
C 0.05753 -1.41359 2.29674  -0.226
C -2.54291 -0.41499 1.24354  -0.122
C -2.56640 -0.07976 -0.05947  -0.130
H 2.88784 -0.59700 2.10322  0.569
H -0.64483 -1.91647 2.93769  0.290
H -2.09490 0.24441 1.99187  0.231
H -3.17241 -1.23112 1.60010  0.258
H -3.30214 -0.53222 -0.72612  0.286

Output
- <S²> = 3.79
- multiplicity = 4
- HOMO-LUMO gap (alpha / beta) (eV) = 8.925 / 5.204
- net charge = +2

C6H6CuMgO2 as an isolated structure, computed with the ωB97M-V functional and the def2-TZVPD basis.

Each line ends with the natural charge from an NBO analysis.
Atoms and positions in Å:
C -1.40525 -1.72041 0.61792  -0.887
C -0.04654 -1.73151 0.35951  0.002
C 0.99886 -0.99580 0.99431  -0.605
H -1.99400 -2.52828 0.16594  0.293
H -1.78227 -1.28909 1.55377  0.267
H 0.29370 -2.30280 -0.50922  0.264
H 2.04615 -1.22042 0.77927  0.335
C 0.79641 -0.33495 2.16122  0.851
O 0.62094 0.26385 3.11488  -0.254
O -0.97089 1.51840 -1.29959  -0.786
C 0.23195 1.54139 -1.43885  0.701
C 1.51070 1.42358 -1.29844  -0.579
Mg -2.11515 -0.18268 -0.86083  1.699
Cu -2.06905 4.06310 -1.50286  0.996
H 1.85146 1.60283 -2.37383  0.354
H 2.03297 1.89280 -0.46320  0.347

Output
- HOMO-LUMO gap (eV) = 6.689
- net charge = +3

no.,maximum force (eV Å⁻¹),energy (eV)
1,5.19,-42333.497
2,3.85,-34145.460
3,3.39,-35260.202
4,4.82,-48210.792
5,4.52,-48015.461
6,3.41,-60463.343